# C4H6FNO

The molecule C4H6FNO (ωB97M-V/def2-TZVPD, OMol25).

## Properties
DFT total energy	-385.7557	a.u.
E_HOMO	-10.053	eV
frontier orbital gap	10.75	eV
structure (SMILES)	O=CN1C[C@H]1CF

Each line ends with the Mulliken charge.
CARTESIAN COORDINATES (ANGSTROEM)
F: 0.871 -2.131 -0.560  -0.2811
O: 0.980 -0.632 1.927  -0.5290
N: -0.967 -0.207 0.738  -0.2405
C: -0.726 1.136 -0.048  -0.6088
C: 0.903 -0.769 -1.032  -0.3119
C: -0.123 -0.017 1.783  0.1994
C: -0.421 -0.284 -0.660  0.1615
H: -0.537 0.936 2.371  0.3068
H: -1.552 1.741 -0.448  0.2829
H: 1.692 -0.247 -0.503  0.2714
H: -1.273 -0.577 -1.496  0.2536
H: 0.196 1.879 0.107  0.2394
H: 0.958 -0.828 -2.179  0.2562

---

# C4H6FNOS

The molecule C4H6FNOS (ωB97M-V/def2-TZVPD, OMol25).

## Properties
DFT total energy	-784.0463	a.u.
E_HOMO	-9.086	eV
frontier orbital gap	9.75	eV
structure (SMILES)	CS/C(=C/F)NC=O

Each line ends with the Mulliken charge.
CARTESIAN COORDINATES (ANGSTROEM)
S: -1.769 0.315 -0.713  -0.1154
F: 1.562 2.308 -0.011  -0.2378
O: 2.801 -1.437 -0.336  -0.5353
N: 0.871 -0.314 -0.767  -0.1984
C: -1.982 -0.980 0.532  -0.7987
C: 0.287 1.920 -0.076  -0.1105
C: 2.001 -0.596 -0.036  0.0761
C: -0.060 0.691 -0.470  0.0702
H: 2.112 0.037 0.856  0.3071
H: -2.991 -1.407 0.409  0.3037
H: 0.739 -0.908 -1.585  0.2806
H: -1.920 -0.571 1.555  0.2785
H: -0.397 2.698 0.223  0.3946
H: -1.253 -1.755 0.420  0.2853

---

# C4H6FeO2

A structure of composition C4H6FeO2 (ωB97M-V/def2-TZVPD, OMol25).

## Properties
DFT total energy	-1569.1850	a.u.
E_HOMO (alpha / beta)	-18.907 / -18.581	eV
spin multiplicity	7
total charge	+2
frontier orbital gap (alpha / beta)	9.40 / 4.04	eV
<S²>	12.029

Each line ends with the Mulliken charge.
CARTESIAN COORDINATES (ANGSTROEM)
Fe: 1.942 0.351 0.797  1.0229
O: 2.833 0.415 -0.800  -0.3777
O: -3.281 0.924 0.019  -0.0361
C: -2.044 0.466 -0.471  -0.2932
C: -1.477 -0.500 0.568  -0.3826
C: 0.877 -1.459 -0.306  -0.5977
C: -0.207 -1.094 0.161  0.1777
H: 1.634 -2.230 -0.416  0.4802
H: -1.339 1.300 -0.620  0.3840
H: -1.352 0.014 1.534  0.3897
H: -2.162 -0.058 -1.433  0.4339
H: -2.187 -1.323 0.744  0.3566
H: -3.682 1.516 -0.623  0.4422

---

# C4H6HgO3

A structure of composition C4H6HgO3 (ωB97M-V/def2-TZVPD, OMol25).

## Properties
DFT total energy	-534.7163	a.u.
E_HOMO (alpha / beta)	-14.604 / -14.595	eV
spin multiplicity	2
total charge	+1
frontier orbital gap (alpha / beta)	9.29 / 6.91	eV
<S²>	0.755

Each line ends with the Mulliken charge.
CARTESIAN COORDINATES (ANGSTROEM)
Hg: -1.010 -0.866 -0.749  0.9135
O: 0.705 -1.808 -0.834  -0.5827
O: 2.466 -0.802 0.047  -0.2704
O: 0.427 0.159 0.094  -0.6423
C: -3.171 -0.347 -0.904  -0.3011
C: -3.120 0.826 -0.297  -0.3671
C: 3.011 0.332 0.729  -0.5742
C: 1.186 -0.802 -0.229  1.0135
H: 2.536 0.449 1.710  0.2996
H: -3.831 -1.156 -0.535  0.3647
H: -3.579 0.974 0.693  0.2866
H: 4.077 0.122 0.848  0.2184
H: 2.866 1.239 0.131  0.2997
H: -2.562 1.680 -0.703  0.3418

---

# C4H6HoO

A structure of composition C4H6HoO (ωB97M-V/def2-TZVPD, OMol25).

## Properties
DFT total energy	-1178.8312	a.u.
E_HOMO (alpha / beta)	-11.988 / -12.004	eV
spin multiplicity	5
total charge	+1
frontier orbital gap (alpha / beta)	5.77 / 5.91	eV
<S²>	6.007

Each line ends with the Mulliken charge.
CARTESIAN COORDINATES (ANGSTROEM)
Ho: 2.594 -0.524 1.061  1.8738
O: 1.312 -0.572 -0.709  -0.6019
C: 0.492 0.357 1.848  -0.4500
C: -0.925 -1.094 -1.493  -0.5773
C: 0.013 -0.141 -1.318  -0.0660
C: -0.303 1.318 1.232  -0.7386
H: -0.076 -0.186 2.625  0.2138
H: -0.884 -1.944 -0.801  0.2411
H: 0.213 0.622 -2.084  0.3012
H: -1.245 -1.348 -2.504  0.2783
H: -1.380 1.374 1.452  0.2691
H: 0.189 2.138 0.690  0.2565

---

# C4H6I2

A cluster of 2 separate species, C4H6I2 in total (ωB97M-V/def2-TZVPD, OMol25).

## Properties
DFT total energy	-751.2100	a.u.
E_HOMO (alpha / beta)	-8.309 / -8.592	eV
frontier orbital gap (alpha / beta)	7.85 / 7.55	eV

Each line ends with the Mulliken charge.
CARTESIAN COORDINATES (ANGSTROEM)
I: 0.794 2.173 1.552  0.0780
I: 0.059 -2.732 0.517  -0.0384
C: -1.990 0.344 0.192  -0.8824
C: 0.551 0.470 0.343  -0.1144
C: 1.152 -0.788 0.288  -0.4936
C: 1.107 0.056 -0.960  -0.4135
H: -2.183 1.374 0.561  0.3366
H: 2.078 -0.922 0.705  0.4940
H: -2.216 -0.487 0.740  0.3100
H: 0.475 -0.218 -1.889  0.1684
H: 2.077 0.524 -1.243  0.2214
H: -1.904 0.207 -0.807  0.3339

---

# C4H6I2

The molecule C4H6I2 (ωB97M-V/def2-TZVPD, OMol25).

## Properties
DFT total energy	-751.3418	a.u.
E_HOMO	-9.173	eV
frontier orbital gap	9.26	eV
structure (SMILES)	C=C(I)[C@@H](C)I

Each line ends with the Mulliken charge.
CARTESIAN COORDINATES (ANGSTROEM)
I: -0.160 -2.811 0.098  0.0893
I: 2.220 1.473 0.198  0.0663
C: -0.588 -0.209 1.748  -0.7211
C: 0.093 -0.801 0.691  0.2129
C: 0.714 0.007 -0.456  -0.8358
C: -0.364 0.602 -1.280  -0.8394
H: -0.652 1.337 -0.547  0.3222
H: 0.219 1.066 -2.071  0.3151
H: -1.125 -0.166 -1.577  0.2879
H: -0.558 0.926 1.881  0.1909
H: 1.288 -0.637 -1.106  0.5510
H: -1.087 -0.786 2.422  0.3607

---

# C4H6IN

A cluster of 3 separate species, C4H6IN in total (ωB97M-V/def2-TZVPD, OMol25).

## Properties
DFT total energy	-508.2442	a.u.
E_HOMO	-9.431	eV
frontier orbital gap	10.17	eV
structure (SMILES)	C1=NC1.C#C.I

Each line ends with the Mulliken charge.
CARTESIAN COORDINATES (ANGSTROEM)
I: -4.375 0.373 -0.096  -0.0826
N: -1.498 -1.445 0.023  -0.3782
C: 0.429 2.139 0.635  -0.1336
C: 0.849 1.565 -0.318  -0.6000
C: -0.288 -1.091 0.165  0.1072
C: -0.465 -2.460 0.580  -0.3983
H: -3.178 -0.420 -0.303  0.1534
H: 0.462 -0.323 0.459  0.1801
H: 1.519 1.293 -1.064  0.4132
H: 0.234 2.409 1.678  0.3254
H: -0.342 -3.238 -0.195  0.1877
H: -0.538 -2.905 1.578  0.2257

---

# C4H6IN2

A cluster of 2 separate species, C4H6IN2 in total (ωB97M-V/def2-TZVPD, OMol25).

## Properties
DFT total energy	-562.7775	a.u.
E_HOMO (alpha / beta)	-13.149 / -13.142	eV
total charge	+1
frontier orbital gap (alpha / beta)	4.58 / 4.53	eV

Each line ends with the Mulliken charge.
CARTESIAN COORDINATES (ANGSTROEM)
I: 1.924 -0.115 4.220  0.4059
N: -1.061 -0.943 1.014  -0.0384
N: 0.084 0.387 -0.326  0.1447
C: 1.064 1.381 -0.783  -0.7538
C: -0.686 -0.414 -1.118  -0.2461
C: -0.209 0.135 0.884  -0.0805
C: -1.335 -1.262 -0.254  -0.5909
H: -1.775 -2.119 -0.486  0.4911
H: -1.327 -1.522 1.843  0.2876
H: -0.672 -0.299 -2.128  0.4672
H: 1.949 0.777 -0.877  0.3590
H: 0.755 1.734 -1.863  0.2446
H: 1.288 2.261 -0.125  0.3094

---

# C4H6IN3

A cluster of 2 separate species, C4H6IN3 in total (ωB97M-V/def2-TZVPD, OMol25).

## Properties
DFT total energy	-617.7000	a.u.
E_HOMO (alpha / beta)	-8.706 / -8.232	eV
frontier orbital gap (alpha / beta)	7.78 / 7.58	eV

Each line ends with the Mulliken charge.
CARTESIAN COORDINATES (ANGSTROEM)
I: -4.346 -0.810 0.694  -0.0212
N: 0.439 -0.166 -1.710  -0.7058
N: -1.813 -0.735 -1.546  -0.7364
N: -0.689 -0.370 -1.263  0.8924
C: 1.555 0.224 -0.982  -0.1228
C: -0.444 -0.270 1.217  -0.5566
C: 0.800 0.210 1.392  -0.0471
C: 1.811 0.413 0.382  -0.2925
H: 2.853 0.648 0.745  0.2724
H: -2.933 -0.736 0.219  0.0434
H: -1.023 -0.380 2.050  0.4244
H: 2.332 0.308 -1.771  0.3515
H: 1.083 0.500 2.435  0.2624
H: -2.139 -0.262 -2.356  0.2357

---

# C4H6INO

A cluster of 2 separate species, C4H6INO in total (ωB97M-V/def2-TZVPD, OMol25).

## Properties
DFT total energy	-583.5688	a.u.
E_HOMO	-7.062	eV
frontier orbital gap	4.41	eV

Each line ends with the Mulliken charge.
CARTESIAN COORDINATES (ANGSTROEM)
I: 1.606 -0.063 3.656  -0.7072
O: -0.369 -0.491 0.325  -0.1428
N: 2.541 -0.226 -1.263  -0.3518
C: 1.819 -0.696 -0.530  0.3822
C: 0.873 -1.139 0.486  0.4423
C: -1.804 1.023 -0.634  -1.1785
C: -0.537 0.387 -0.580  0.4230
H: 0.620 -2.189 0.481  0.2321
H: -2.305 0.889 -1.651  0.3267
H: -1.620 2.028 -0.587  0.3812
H: 1.248 -0.961 1.478  -0.5290
H: 0.232 0.678 -1.378  0.3683
H: -2.306 0.760 0.198  0.3535

---

# C4H6INO2

The molecule C4H6INO2 (ωB97M-V/def2-TZVPD, OMol25).

## Properties
DFT total energy	-658.9365	a.u.
E_HOMO	-9.234	eV
frontier orbital gap	9.21	eV
structure (SMILES)	O=CCCC(=O)NI

Each line ends with the Mulliken charge.
CARTESIAN COORDINATES (ANGSTROEM)
I: 4.619 -0.114 -0.018  0.1395
O: 2.163 1.510 -0.841  -0.5976
O: 0.194 -2.061 -0.151  -0.4628
N: 2.691 -0.124 0.611  -0.6164
C: 0.394 0.639 0.540  -0.4782
C: -0.575 -1.325 -0.709  0.0587
C: -0.601 0.166 -0.525  -0.5980
C: 1.819 0.714 -0.002  0.5716
H: 0.138 1.656 0.845  0.3312
H: -1.320 -1.719 -1.418  0.3505
H: -1.615 0.474 -0.262  0.3393
H: -0.374 0.634 -1.489  0.3320
H: 2.360 -1.001 0.989  0.3476
H: 0.345 -0.016 1.411  0.2825

---

# C4H6IrO2

A structure of composition C4H6IrO2 (ωB97M-V/def2-TZVPD, OMol25).

## Properties
DFT total energy	-409.6850	a.u.
E_HOMO (alpha / beta)	-16.870 / -20.717	eV
spin multiplicity	6
total charge	+2
frontier orbital gap (alpha / beta)	5.61 / 7.33	eV
<S²>	8.764

Each line ends with the Mulliken charge.
CARTESIAN COORDINATES (ANGSTROEM)
Ir: -0.526 0.129 1.370  1.3421
O: 0.883 -2.519 0.017  -0.2045
O: -1.272 1.362 0.220  -0.4529
C: 1.181 -0.262 -0.542  0.0016
C: 0.896 1.198 -0.886  -0.6565
C: 0.358 -1.347 -0.235  -0.4105
C: -0.555 1.589 -0.887  -0.0257
H: 0.922 -2.700 0.965  0.3992
H: 1.482 1.831 -0.187  0.4141
H: 1.328 1.402 -1.877  0.3620
H: -0.874 2.423 -1.525  0.4228
H: 0.140 -0.901 -1.472  0.3789
H: 2.226 -0.436 -0.250  0.4294

---

# C4H6LiO2Tl

A structure of composition C4H6LiO2Tl (ωB97M-V/def2-TZVPD, OMol25).

## Properties
DFT total energy	-486.1771	a.u.
E_HOMO (alpha / beta)	-10.334 / -11.738	eV
spin multiplicity	2
total charge	+1
frontier orbital gap (alpha / beta)	5.86 / 7.20	eV
<S²>	0.756

Each line ends with the Mulliken charge.
CARTESIAN COORDINATES (ANGSTROEM)
Tl: 1.265 -2.506 0.485  0.7059
O: -0.344 -1.663 -1.105  -0.4135
O: 1.227 -0.382 1.584  -0.7216
C: -0.474 0.545 -2.021  -0.8390
C: 0.045 -0.709 -2.017  0.1945
C: 0.275 0.047 2.315  0.4089
C: -0.446 1.178 2.496  -0.8280
Li: 1.997 0.857 0.355  0.8232
H: -1.425 1.132 2.973  0.2300
H: -1.199 -1.434 -0.714  0.3162
H: 0.524 -1.174 -2.881  0.3272
H: -0.406 1.134 -2.935  0.2527
H: -1.146 0.864 -1.218  0.3087
H: 0.108 2.109 2.683  0.2347

---

# C4H6N

The ion C4H6N with charge +1 (ωB97M-V/def2-TZVPD, OMol25).

## Properties
DFT total energy	-210.3324	a.u.
E_HOMO	-16.305	eV
total charge	+1
frontier orbital gap	11.37	eV
structure (SMILES)	C1[C@]23C[C@]12[NH2+]3

Each line ends with the Mulliken charge.
CARTESIAN COORDINATES (ANGSTROEM)
N: -1.058 -0.177 -0.663  -0.0617
C: 0.511 -0.930 0.652  -0.1839
C: -0.496 0.245 0.612  -0.0712
C: 0.590 1.157 0.043  -0.2243
C: 0.477 -0.219 -0.624  0.0380
H: 0.248 1.977 -0.552  0.2255
H: 0.010 -1.978 0.790  0.2310
H: -1.560 -1.012 -0.907  0.2751
H: 1.347 -0.839 1.439  0.2356
H: 1.430 1.382 0.581  0.2532
H: -1.500 0.395 -1.372  0.2828

---

# C4H6N

The ion C4H6N with charge +1 (ωB97M-V/def2-TZVPD, OMol25).

## Properties
DFT total energy	-210.3209	a.u.
E_HOMO	-15.436	eV
total charge	+1
frontier orbital gap	11.33	eV

Each line ends with the Mulliken charge.
CARTESIAN COORDINATES (ANGSTROEM)
N: -0.421 0.747 0.164  -0.2243
C: 1.112 0.527 -0.090  -0.3361
C: 1.017 -0.908 -0.039  -0.2001
C: -1.517 -0.275 -0.215  -0.1364
C: -0.257 -0.736 0.198  0.0556
H: -2.319 -0.063 0.494  0.2708
H: 1.532 -1.832 -0.187  0.4150
H: -1.651 -0.426 -1.341  0.2473
H: 1.507 0.921 0.832  0.2440
H: 1.616 0.868 -0.988  0.2918
H: -0.619 1.178 1.170  0.3723

---

# C4H6N

The ion C4H6N with charge +1 (ωB97M-V/def2-TZVPD, OMol25).

## Properties
DFT total energy	-210.1854	a.u.
E_HOMO (alpha / beta)	-10.579 / -17.728	eV
spin multiplicity	3
total charge	+1
frontier orbital gap (alpha / beta)	6.67 / 9.95	eV
<S²>	2.006

Each line ends with the Mulliken charge.
CARTESIAN COORDINATES (ANGSTROEM)
N: -0.498 -0.677 0.345  -0.2870
C: 1.960 -0.041 -0.200  -0.9915
C: 0.699 0.085 0.073  0.7803
C: -0.517 0.807 0.371  -0.1659
C: -1.416 0.042 -0.524  -0.2543
H: 2.573 0.825 -0.381  0.3227
H: -2.467 -0.005 -0.259  0.3078
H: -0.810 -1.451 1.228  0.4263
H: 2.452 -0.996 -0.272  0.3323
H: -0.765 1.434 1.207  0.2886
H: -1.210 -0.024 -1.587  0.2408

---

# C4H6N2

A structure of composition C4H6N2 (ωB97M-V/def2-TZVPD, OMol25).

## Properties
DFT total energy	-265.3877	a.u.
E_HOMO	-10.940	eV
frontier orbital gap	10.97	eV

Each line ends with the Mulliken charge.
CARTESIAN COORDINATES (ANGSTROEM)
N: 0.766 0.206 0.891  -0.4877
N: -1.161 3.094 0.061  -0.3866
C: -0.246 0.668 0.247  0.3611
C: -0.789 2.007 0.204  0.0439
C: -0.924 -0.624 -0.081  -0.2477
C: 0.430 -1.173 0.405  -0.4798
H: 0.265 -1.918 1.171  0.2493
H: 1.630 0.228 -1.600  -0.0166
H: 1.205 -1.546 -0.288  0.2945
H: 1.874 0.536 -0.976  0.0367
H: -1.482 -0.452 0.837  0.2375
H: -1.569 -1.026 -0.870  0.3954

---

# C4H6N2

The molecule C4H6N2 (ωB97M-V/def2-TZVPD, OMol25).

## Properties
DFT total energy	-265.3579	a.u.
E_HOMO	-7.754	eV
frontier orbital gap	8.71	eV

Each line ends with the Mulliken charge.
CARTESIAN COORDINATES (ANGSTROEM)
N: 2.374 0.688 1.001  -0.6747
N: 2.028 -0.032 0.090  0.2399
C: -1.748 -0.732 0.391  -0.9522
C: 0.734 0.128 -0.657  -0.4819
C: -0.587 0.102 0.009  0.3847
C: -0.067 1.273 -0.190  -0.3539
H: 2.657 -0.755 -0.325  0.2804
H: -2.641 -0.103 0.435  0.2757
H: -1.611 -1.213 1.363  0.2723
H: -1.909 -1.513 -0.359  0.3026
H: 0.859 -0.210 -1.694  0.3440
H: -0.087 2.343 -0.064  0.3632

---

# C4H6N2

A cluster of 2 separate species, C4H6N2 in total (ωB97M-V/def2-TZVPD, OMol25).

## Properties
DFT total energy	-265.2709	a.u.
E_HOMO (alpha / beta)	-9.039 / -9.065	eV
frontier orbital gap (alpha / beta)	8.45 / 7.51	eV

Each line ends with the Mulliken charge.
CARTESIAN COORDINATES (ANGSTROEM)
N: -2.378 -0.255 -1.356  -0.7096
N: 2.121 1.623 -0.443  -0.4703
C: -1.252 -0.046 -0.810  0.6088
C: -0.404 -0.468 0.233  0.3661
C: -0.228 -0.988 1.561  -1.1392
C: 0.119 0.322 -0.761  -0.3594
H: -2.418 0.003 -2.285  0.2441
H: 0.734 -1.363 1.561  0.3731
H: 2.150 2.023 -1.368  0.2405
H: -1.054 -1.574 1.811  0.3293
H: 2.713 0.807 -0.406  0.2403
H: -0.103 -0.084 2.263  0.2762